# 1
79
Properties=species:S:1:pos:R:3:forces:R:3:lowdin_charge:R:1 method="wB97M-V/def2-TZVPD" charge=-1 e_lumo_ev=2.77 e_tot_ha=-1453.870574 orbital_gap_ev=6.22 de_lowest_kcal_mol=12.4
N -0.670237 2.660344 0.093912 0.17 0.08 0.04 -0.041
N -0.891195 0.306121 -2.216340 0.00 0.52 -0.14 0.100
N 0.126413 2.716070 1.192217 -0.27 -0.01 -0.14 0.139
N 1.632025 0.799041 -0.863258 -0.18 0.21 0.06 0.077
N -1.021335 1.667053 -2.222237 0.12 -0.21 -0.06 -0.039
N 1.328535 2.023321 -1.351707 0.03 -0.12 0.01 -0.041
C -1.472229 -0.126210 -3.329974 -0.04 -0.06 0.14 -0.283
C 3.472878 1.703377 -1.776752 -0.02 0.05 0.02 -0.020
C 3.572347 -0.666617 -0.617584 0.03 0.05 0.01 -0.367
C -1.709063 2.064207 -3.308765 -0.02 -0.06 0.10 -0.099
C -1.369284 -1.557993 -3.791874 -0.01 0.04 0.06 -0.363
C 1.571042 -3.340100 0.805109 0.09 -0.01 0.04 -0.066
C -2.658665 -2.340637 -3.552626 -0.07 -0.04 0.01 -0.062
C 2.415068 2.583404 -1.907455 -0.02 -0.02 0.04 -0.078
C -0.083146 3.266831 3.570525 -0.02 0.01 0.00 -0.383
C -1.057328 -4.283717 -0.626185 0.01 -0.05 -0.05 -0.075
C -3.426708 -2.252233 0.215347 -0.03 -0.05 -0.10 -0.072
C 4.823866 -1.007916 -1.418269 0.07 -0.01 -0.04 -0.080
C -0.937460 -3.043972 0.215125 0.00 0.03 0.02 -0.270
C -1.954937 3.412948 1.727575 0.02 -0.05 0.03 -0.038
C -2.054247 0.948245 -4.037160 0.15 -0.03 -0.10 -0.029
C -0.643357 3.144968 2.182869 0.02 0.07 -0.03 -0.332
C 2.917875 0.595534 -1.107927 0.04 -0.10 0.09 -0.290
C 3.895210 -0.543247 0.875881 0.01 0.12 0.02 -0.065
C 0.246877 -2.632867 0.875041 0.02 0.07 -0.08 -0.264
C 0.073240 4.731482 3.985252 -0.04 0.06 0.02 -0.079
C 0.787314 -0.833022 2.703199 0.09 0.09 0.05 -0.062
C -1.917127 3.085063 0.392275 0.02 -0.09 -0.02 -0.091
C -0.940394 2.504010 4.580255 -0.04 -0.06 0.09 -0.071
C -0.159762 -2.264962 -3.184440 0.04 -0.04 0.03 -0.070
C -1.970794 -2.152167 0.572610 0.06 0.03 -0.09 -0.259
C -1.428175 -1.180089 1.436799 0.04 0.01 0.25 -0.301
C -0.063256 -1.493710 1.653592 0.07 0.09 0.05 -0.311
C -2.200151 -0.153006 2.212702 -0.13 0.02 0.01 -0.053
B -0.103335 2.573588 -1.351110 -0.15 0.03 0.02 -0.534
Li -0.044922 -0.273898 -0.223373 -0.11 -0.36 -0.31 0.582
H 0.907454 2.806701 3.531485 0.02 0.01 0.02 0.128
H 4.491059 1.843309 -2.106893 -0.11 -0.01 0.02 0.089
H -2.685204 3.113312 -0.368748 0.07 0.00 0.08 0.117
H -0.260503 -2.355824 -2.099558 0.00 0.07 -0.10 0.049
H 4.630058 0.254215 1.032992 -0.02 -0.06 -0.01 0.084
H -0.903790 5.226382 4.022041 0.07 -0.04 -0.01 0.075
H -2.580537 -3.353502 -3.961463 0.00 0.07 0.02 0.076
H -1.869712 3.116983 -3.492745 0.00 -0.11 0.01 0.111
H 0.827580 0.259241 2.589517 -0.01 -0.08 0.00 0.060
H -1.957608 2.909467 4.607658 0.06 -0.02 -0.01 0.077
H -1.309865 -5.173451 -0.033893 0.01 0.04 0.01 0.071
H -1.695891 0.814184 2.255685 0.00 -0.06 -0.06 0.034
H 0.527821 4.811819 4.978287 -0.03 -0.02 -0.06 0.069
H -2.857642 -2.421096 -2.485122 -0.01 0.02 0.07 0.053
H 5.254463 -1.950084 -1.069584 -0.02 0.03 -0.01 0.074
H 1.819521 -1.194595 2.683516 -0.19 -0.03 0.06 0.044
H -3.788907 -1.401060 -0.373802 0.05 -0.01 -0.01 0.068
H -2.589428 0.907557 -4.974898 0.06 0.00 0.09 0.093
H -3.634681 -3.158513 -0.361683 0.03 0.05 0.01 0.058
H -3.513985 -1.845493 -4.019553 0.03 -0.01 0.01 0.074
H 2.349006 3.565272 -2.352507 0.03 -0.09 0.03 0.112
H 0.403973 -1.032959 3.713290 -0.02 0.01 -0.03 0.075
H -0.117329 -4.509005 -1.142615 -0.04 0.01 0.05 0.061
H 0.761165 -1.714559 -3.393529 -0.05 -0.01 0.01 0.080
H -3.184731 0.026625 1.768731 0.07 0.00 0.02 0.071
H -0.092256 3.670850 -1.871544 0.02 -0.06 0.04 0.112
H -4.057541 -2.300591 1.110412 0.02 -0.01 0.00 0.068
H 0.697839 5.275539 3.273273 -0.03 -0.04 0.03 0.076
H 1.554898 -4.321851 1.296036 -0.03 0.02 0.00 0.072
H 1.900554 -3.518006 -0.227462 -0.05 -0.01 0.04 0.063
H -2.371862 -0.460909 3.256485 0.00 -0.03 -0.06 0.077
H -0.064883 -3.275878 -3.594796 -0.02 0.08 0.01 0.079
H 5.586896 -0.232307 -1.297115 -0.03 -0.03 -0.01 0.072
H 2.847740 -1.475854 -0.746498 -0.01 0.04 0.03 0.113
H -2.812276 3.741008 2.297303 0.09 -0.02 -0.04 0.096
H -1.013274 1.445484 4.317574 0.03 0.11 0.04 0.058
H -1.216761 -1.499087 -4.873902 0.01 -0.01 -0.07 0.129
H 3.000061 -0.289981 1.450699 0.22 -0.01 -0.21 0.050
H -0.521864 2.585693 5.589043 -0.01 -0.01 -0.07 0.073
H 4.309968 -1.477476 1.269579 -0.02 0.07 -0.05 0.075
H -1.821820 -4.193100 -1.403760 0.01 0.01 0.05 0.049
H 2.359543 -2.754816 1.290119 -0.12 -0.10 -0.05 0.043
H 4.607165 -1.102888 -2.485304 -0.01 0.01 0.06 0.079


# 2
77
Properties=species:S:1:pos:R:3:forces:R:3:mulliken_spin:R:1 method="wB97M-V/def2-TZVPD" charge=+2 e_lumo_ev="-6.79 / -9.67" s2=6.21 multiplicity=5 e_tot_ha=-5502.644909 orbital_gap_ev="6.07 / 3.11"
Br 4.877853 3.825636 0.513193 0.83 0.41 0.86 -0.005
Cr -0.259181 -0.031768 -0.666960 -0.39 -1.23 -1.41 3.351
P -1.790211 1.917358 1.940890 1.59 -0.91 0.51 0.590
P -0.480345 -2.329553 0.532524 -0.42 -0.85 0.42 -0.032
N 1.513714 -0.286638 0.124830 2.89 -1.79 1.95 -0.142
N -0.870999 1.833493 -6.650351 0.10 0.38 -0.02 0.008
C -0.475739 3.820825 3.566342 0.11 0.40 0.22 0.019
C 0.640088 -3.683415 -0.034252 0.02 0.32 -0.56 -0.018
C -0.205495 -2.541936 2.352653 0.25 0.62 0.04 0.012
C 1.605002 2.021800 -2.082597 1.33 0.90 0.30 0.025
C -2.491276 -2.624964 -1.288649 -0.27 -0.09 -0.10 0.023
C 0.350659 0.688414 -4.941042 -0.25 0.44 0.01 0.004
C -1.922916 0.221913 2.588281 -0.35 -0.04 0.05 0.103
C -1.184488 -3.379693 3.171990 -0.08 -0.20 0.24 0.002
C 3.589742 3.176509 -0.623260 -0.50 -0.34 -0.80 -0.043
C 3.904667 2.065596 -1.429581 0.08 0.85 0.65 0.020
C -1.564863 1.922424 0.150543 -0.66 -0.21 -0.27 0.150
C 0.261709 1.292316 -6.198450 -0.46 -0.64 0.53 -0.004
C -2.619562 2.836356 -0.495944 -0.23 0.04 -0.50 0.078
C 3.663663 -0.776148 1.415215 0.83 -0.57 0.60 0.005
C 2.908957 1.502653 -2.188582 -0.62 -0.08 0.31 -0.037
C -3.228509 -0.020853 3.339413 -0.67 -0.18 0.40 0.039
C 4.340450 -2.157505 1.395720 0.04 -0.35 0.09 0.006
C -0.256742 2.586389 2.685906 -0.19 0.52 0.20 0.092
C -1.941582 1.839081 -5.866083 -0.22 -0.62 0.46 -0.004
C 1.397016 3.322026 -1.551739 0.38 -0.84 0.12 -0.045
C -0.766062 0.722822 -4.064985 -0.42 0.85 -1.20 -0.073
C 2.400482 -0.761081 0.731705 -1.86 3.07 -1.76 0.161
C 2.359218 3.851991 -0.719553 0.55 -0.11 -0.21 0.022
C 0.384730 -5.058480 0.590492 -0.01 -0.13 0.09 -0.003
C 0.532415 1.121375 -2.034658 -2.28 -1.35 -1.87 0.031
C -1.968871 1.262860 -4.573917 0.79 0.11 -0.28 0.002
C -2.172659 -2.915226 0.176414 0.23 -0.20 0.26 -0.040
C -0.477498 0.525816 -2.642095 1.66 0.40 1.24 -0.259
H -2.220226 -3.991861 0.390780 -0.26 0.33 0.02 0.001
H 4.305029 -0.016875 0.944312 -0.36 -0.07 -0.03 0.002
H 0.579856 -3.727827 -1.129196 0.06 -0.06 0.15 0.000
H -2.876352 1.322926 -3.976205 0.21 -0.02 -0.05 -0.003
H -3.515345 -1.080006 3.310587 0.11 0.31 -0.02 0.003
H 0.482438 3.847552 -1.774232 -0.42 -0.07 0.36 -0.002
H 4.884302 1.597162 -1.359476 -0.08 0.32 -0.17 0.001
H -0.653860 -5.389753 0.467384 0.26 0.06 -0.05 0.000
H -0.688616 4.714313 2.969857 -0.01 -0.20 0.08 0.000
H 0.430536 4.023072 4.145929 -0.15 -0.04 -0.14 -0.001
H -0.559638 2.338227 -0.026496 -0.16 -0.29 -0.09 -0.077
H -3.124905 0.255491 4.395950 -0.07 0.01 -0.28 -0.002
H 2.142622 4.741418 -0.124765 0.37 -0.08 -0.37 0.001
H 0.611839 -5.074198 1.663873 -0.01 0.02 -0.28 0.000
H 4.242749 -2.636648 2.376997 0.12 0.02 -0.33 -0.001
H 3.478164 -0.440230 2.445743 0.05 -0.04 -0.24 0.006
H -0.893008 -3.321197 4.229778 -0.11 -0.04 -0.24 0.000
H -1.811336 -0.471413 1.733967 -0.08 0.43 0.27 0.056
H 0.420319 2.804693 1.851630 -0.02 -0.01 0.13 0.003
H -1.715078 0.852959 -0.239691 -1.02 1.39 0.47 -0.022
H -2.220720 -3.026213 3.101607 0.24 -0.08 -0.07 0.000
H -2.060059 -1.666742 -1.636236 -0.20 -0.25 0.04 -0.024
H -1.163990 -4.441438 2.894727 -0.07 0.34 0.00 0.000
H -2.305689 3.116547 -1.508573 -0.08 -0.06 0.24 0.006
H -3.576944 -2.582268 -1.424128 0.24 -0.04 -0.19 0.001
H 0.162394 1.769217 3.287413 -0.13 0.12 -0.21 0.033
H 3.883965 -2.812215 0.638885 0.27 0.18 0.23 -0.001
H 1.654487 -3.331814 0.207835 -0.18 -0.13 -0.11 0.011
H -4.053639 0.568660 2.918422 0.10 -0.29 0.12 -0.005
H 1.026260 -5.808071 0.110108 -0.16 0.21 0.10 0.000
H 0.812348 -2.943173 2.461431 -0.22 0.09 -0.03 0.005
H -0.168612 -1.520278 2.744918 0.17 -0.34 0.19 0.000
H -2.866036 -2.402234 0.860589 0.13 -0.14 -0.18 -0.007
H 1.134064 1.333789 -6.854473 -0.29 -0.04 0.14 -0.001
H -3.600342 2.347420 -0.565105 0.29 0.09 0.08 -0.006
H 1.312692 0.291716 -4.616183 -0.30 0.06 0.02 0.004
H 5.398126 -2.042022 1.149644 -0.17 -0.14 0.14 0.000
H -1.295660 3.683621 4.279688 0.16 -0.03 -0.12 0.001
H -2.841504 2.319074 -6.280180 0.43 -0.29 0.25 0.000
H -2.743665 3.744996 0.106857 0.07 -0.10 -0.25 -0.010
H -1.070486 0.095923 3.270239 -0.25 0.05 -0.33 -0.009
H -2.087260 -3.421945 -1.922656 -0.11 0.26 -0.02 -0.002
H 3.097412 0.589254 -2.744965 -0.17 -0.02 0.19 -0.001